C31H52BrN3NiOP2 | ωB97M-V/def2-TZVPD

LUMO level (alpha / beta) in eV: -7.250 / -9.082
Net charge: +2
⟨S²⟩: 2.04
Frontier orbital gap (alpha / beta) in eV: 5.0 / 3.2
Multiplicity: 3

Last column: Mulliken spin population.
Cartesian coordinates (Å):
N -6.905496 5.455961 -5.804264  -0.002
C -6.663235 6.038073 -4.626974  0.001
C -5.856550 5.432737 -3.654877  -0.002
C -5.249911 4.186593 -3.942938  0.001
C -5.567853 3.574646 -5.179744  -0.002
C -6.389365 4.258545 -6.084727  0.001
C -4.280816 3.591379 -3.036426  -0.005
Ni 0.662424 -0.192205 -0.154705  1.105
P 6.266940 -0.997476 -0.245470  0.678
C -3.378736 2.671750 -3.459345  0.000
C -2.405758 2.069280 -2.603531  -0.007
C -1.278541 1.487495 -3.205292  0.001
C -0.325064 0.838179 -2.427608  -0.058
C -0.602874 0.733010 -1.066940  0.039
C -1.649465 1.385197 -0.407239  -0.094
C -2.568090 2.073448 -1.204099  0.001
Br 2.112608 -0.463803 1.512411  0.053
H -4.251738 3.984654 -2.019301  0.000
H -3.316109 2.414676 -4.520220  0.000
H -5.672812 5.936008 -2.704941  0.000
H -5.166926 2.595769 -5.449377  0.000
H -7.120783 7.009619 -4.432964  0.000
H -6.628109 3.811172 -7.056534  0.000
H -1.167091 1.571801 -4.290020  0.000
H -3.414278 2.590704 -0.755383  0.000
H 0.585867 0.410477 -2.843205  0.002
H -1.763256 1.309005 0.670378  -0.031
P -0.389924 -2.027149 -0.378244  -0.001
C 5.699760 0.735832 0.032702  0.054
C 6.759084 1.735387 -0.443215  0.011
H 5.513300 0.841310 1.110693  -0.003
H 4.745022 0.873752 -0.490894  0.042
H 6.542486 2.732441 -0.047838  0.001
H 7.758968 1.445497 -0.099980  -0.003
H 6.781463 1.807795 -1.535781  0.000
C 5.449427 -1.425256 -1.841085  0.047
C 6.144714 -2.605251 -2.525453  0.013
H 5.504690 -0.525758 -2.470564  -0.009
H 4.393229 -1.642167 -1.628477  0.043
H 5.831653 -2.669529 -3.572327  0.001
H 7.234488 -2.490839 -2.505200  -0.003
H 5.893461 -3.557616 -2.045171  -0.001
C 5.271687 -1.967669 0.958654  0.067
C 5.994780 -2.137419 2.294840  0.015
H 5.075573 -2.944674 0.492427  -0.008
H 4.303566 -1.454108 1.099861  0.041
H 5.435502 -2.829461 2.933222  0.001
H 7.000509 -2.548427 2.149816  -0.003
H 6.084035 -1.185987 2.831009  0.000
C -0.318297 -3.194470 1.032339  -0.009
C -1.318551 -4.354344 1.041167  -0.002
H -0.415345 -2.568877 1.932107  0.001
H 0.711923 -3.579332 1.025297  -0.001
H -2.302367 -4.051500 1.420476  0.000
H -1.453515 -4.815868 0.054813  0.000
H -0.951306 -5.140078 1.711159  -0.001
C 0.746263 -2.754896 -1.623260  0.042
C 0.262069 -2.654222 -3.068317  -0.003
H 0.894683 -3.800201 -1.321479  0.003
H 1.713088 -2.237588 -1.493431  -0.035
H -0.477739 -3.428962 -3.303566  0.000
H -0.184959 -1.680290 -3.299967  0.001
H 1.114470 -2.788964 -3.743256  0.000
C -2.083583 -2.130943 -1.024836  0.005
C -3.166944 -1.707863 -0.026271  -0.003
H -2.235893 -3.165471 -1.369961  0.001
H -2.109775 -1.487985 -1.915345  0.002
H -3.909973 -1.081203 -0.536750  0.000
H -3.701873 -2.574915 0.387104  0.000
H -2.771059 -1.115591 0.812445  0.000
C -0.003294 2.146267 2.915316  0.003
N -0.485707 1.350506 4.004112  -0.001
C 0.196487 1.442633 5.272964  0.000
C -0.724114 0.941127 6.356344  0.000
C -1.133570 -0.475839 6.048663  0.000
N -1.580029 -0.594850 4.686527  0.000
C -2.363904 -1.757661 4.369704  0.000
C -1.326776 0.310135 3.682665  0.005
O -1.830881 0.193819 2.547203  0.004
H 0.490566 3.040330 3.313636  0.000
H -0.838707 2.449172 2.278256  -0.001
H 0.717920 1.574008 2.299214  0.001
H 1.128232 0.847399 5.264953  0.000
H 0.457227 2.494367 5.427448  0.000
H -1.618840 1.571326 6.411718  0.000
H -0.216217 0.983775 7.321719  0.000
H -1.942250 -0.806349 6.709772  0.000
H -0.272869 -1.144849 6.207988  0.000
H -1.879668 -2.662394 4.754926  0.000
H -3.360169 -1.691166 4.823315  0.000
H -2.487170 -1.835631 3.287409  0.000

Cartesian forces (eV/Å) of the 2 atoms listed first:
-0.24 0.30 -0.19
0.39 -0.86 0.15



C4H8O3S | ωB97M-V/def2-TZVPD

LUMO level (alpha / beta) in eV: -0.964 / -0.944
Frontier orbital gap (alpha / beta) in eV: 8.0 / 8.0
Multiplicity: 1

Last column: Löwdin charge in e.
Cartesian coordinates (Å):
C -0.179797 1.556323 -0.692381  -0.100
C 1.346130 1.719386 -0.436169  -0.029
C 0.606854 0.341580 -0.413385  -0.613
C -1.863412 -1.909453 0.523816  0.073
O -0.006016 0.220848 2.357741  -0.383
O 1.467613 -1.539462 1.339195  -0.383
O 0.768505 -0.475818 -1.463746  0.000
S 0.313052 -0.662300 1.237476  0.800
H -0.650004 2.224078 0.032472  0.109
H -0.668821 1.675303 -1.715032  0.135
H 2.024794 1.675491 -1.350948  0.129
H 1.648309 2.329395 0.356763  0.079
H -2.471545 -1.030608 0.038948  0.066
H -1.438818 -2.741569 -0.044792  0.016
H -2.304336 -2.180999 1.398347  -0.048
H 1.407493 -1.202197 -1.168305  0.149

Cartesian forces (eV/Å) of the 2 atoms listed first:
-0.10 1.58 -1.31
-0.15 -2.56 -3.63



C26H43Cl3InO2P2 | ωB97M-V/def2-TZVPD

LUMO level (alpha / beta) in eV: -5.592 / -5.669
Net charge: +1
Frontier orbital gap (alpha / beta) in eV: 3.8 / 3.8
Multiplicity: 1

Last column: Löwdin charge in e.
Cartesian coordinates (Å):
In 1.489441 0.972039 -3.905348  1.007
C -0.744782 -1.789854 1.167132  -0.115
C -1.322063 -0.681433 1.858504  -0.099
C -2.273049 -0.804326 -0.235082  -0.115
C -1.353171 -1.873053 -0.102988  -0.135
C -2.251904 -0.065087 0.986346  -0.114
C 0.270824 -2.730532 1.676456  -0.001
H 0.759827 -2.358097 2.578468  0.080
H 1.034715 -2.906011 0.902824  0.083
H -0.177919 -3.712731 1.913228  0.120
C -1.102753 -2.924674 -1.104789  -0.007
H -0.063084 -2.844284 -1.482828  0.038
H -1.786932 -2.865331 -1.950820  0.088
H -1.215791 -3.920826 -0.624094  0.116
C -3.185593 -0.578394 -1.371205  0.002
H -4.015533 -1.303863 -1.366594  0.119
H -2.657060 -0.697246 -2.327384  0.100
H -3.619710 0.428329 -1.330472  0.083
C -3.061904 1.119756 1.312061  0.005
H -3.887362 0.872713 2.004737  0.120
H -3.512488 1.560395 0.413674  0.088
H -2.448182 1.892083 1.799781  0.084
C -1.080569 -0.235170 3.247892  0.005
H -2.022003 -0.206329 3.818561  0.114
H -0.658573 0.785548 3.257804  0.076
H -0.382587 -0.907420 3.773118  0.090
C 2.692570 0.737800 0.399799  -0.097
C 2.290155 0.200972 1.566897  -0.103
C 2.138874 0.897020 2.883752  -0.179
C 1.697005 2.389715 2.817342  -0.184
C 0.430101 2.709998 2.086886  -0.126
C 0.175672 2.834781 0.763159  -0.099
C 1.013487 2.442163 -0.418883  -0.218
C 2.506652 2.130410 -0.132884  -0.193
H 3.115198 0.873424 3.399498  0.127
H 2.550924 2.976636 2.424389  0.112
H 1.445185 0.309931 3.510224  0.079
H 2.930396 2.881914 0.559511  0.093
H 3.184069 0.048147 -0.303595  0.033
H 2.177041 -0.873193 1.644366  0.071
H 3.031154 2.214509 -1.113758  0.100
H 0.547974 1.576633 -0.919282  0.082
H -0.796144 3.264011 0.458450  0.108
H 0.916304 3.266502 -1.153359  0.077
H 1.504738 2.700955 3.860572  0.116
H -0.416728 2.965637 2.747536  0.099
P 2.174189 5.691261 -2.540994  0.794
P -0.229869 7.119240 -3.380283  0.760
C 2.463792 7.537038 -2.884617  -0.418
C 1.321854 8.111992 -3.699524  -0.459
H 3.416632 7.642590 -3.413525  0.070
H 2.565392 8.050521 -1.920717  0.073
H 1.134429 9.158886 -3.445937  0.073
H 1.525115 8.050257 -4.772694  0.076
C -1.322099 8.132010 -4.479857  -0.336
H -2.366588 7.873314 -4.243957  0.032
H -1.111893 7.880815 -5.526748  0.030
H -1.165686 9.210196 -4.317040  0.039
C -0.687665 8.022837 -1.833981  -0.316
H -0.515580 9.105911 -1.945782  0.044
H -0.119180 7.647474 -0.972196  0.023
H -1.759544 7.852563 -1.654585  0.034
C 3.588966 5.034023 -3.505811  -0.315
H 3.796651 4.009409 -3.184421  0.015
H 4.458576 5.677692 -3.352961  0.037
H 3.308233 5.032868 -4.565835  0.039
C 2.891482 5.723441 -0.830477  -0.291
H 2.377287 6.491902 -0.238141  0.036
H 3.961967 5.956462 -0.878531  0.047
H 2.738105 4.747603 -0.354989  -0.009
Cl 4.107776 -2.247384 -0.745453  0.577
C 3.269478 -2.849136 -2.255068  -1.436
Cl 4.509866 -3.504956 -3.327425  0.617
Cl 2.207735 -4.166989 -1.707715  0.599
C 2.414743 -1.613678 -3.000091  -0.752
O 2.772967 -1.217220 -4.139453  -0.182
O 1.445691 -1.086382 -2.352893  -0.232

Cartesian forces (eV/Å) of the 2 atoms listed first:
0.28 -0.84 0.20
0.21 0.16 0.87



Largest force on an atom? In order: 3.78, 4.52, 1.73 eV Å⁻¹.
Relative energy (zero: lowest compared OMol25 entry of this formula, charge and spin)? In order: 0.0, 118.6, 0.0 kcal per mole.